No. 1
C5H12N2 | ωB97M-V/def2-TZVPD

```
19
Properties=species:S:1:pos:R:3:forces:R:3
H -0.956437 -1.817265 -0.367947 0.03 -0.01 0.21
C -0.336024 -0.327281 -1.770326 0.71 -5.02 -0.27
C 1.926391 0.960673 0.276160 -0.28 -0.17 -0.19
N 0.995324 0.400227 1.245606 0.72 -0.04 -0.43
H -0.554464 -1.067387 -2.563489 -0.16 -0.03 0.32
H 0.844106 1.088586 1.963498 -0.47 -0.30 0.22
H -1.657480 1.037231 -2.378380 0.27 0.54 0.27
H 2.886582 1.141952 0.762213 -0.01 -0.07 -0.11
H -0.360113 0.931000 -1.105663 -4.76 2.55 -0.11
C -1.130834 -0.469359 1.762909 0.25 0.58 0.76
H -0.920259 -0.189349 2.798863 -0.08 0.44 -0.29
C -0.121006 -1.122231 -0.407500 -0.61 0.16 -1.42
H 0.790965 -1.722208 -0.424667 0.09 0.05 -0.13
C -0.141200 -0.330260 0.862941 -0.40 0.14 1.01
N -1.455725 0.589306 -1.482281 4.64 1.20 0.78
H 0.684610 -0.010920 -2.065994 -0.43 0.92 -0.22
H -2.175541 -0.670882 1.596842 0.18 -0.82 -0.55
H 2.070721 0.241789 -0.538355 0.18 0.30 0.17
H 1.575839 1.932285 -0.135371 0.12 -0.41 -0.03
```
Forces are in eV/Å.

Values from the calculation:
Kohn-Sham gap, eV: 8.49
Multiplicity: 1

Results of the Löwdin charge analysis, in e, for atoms 1 through 5:
1. H 0.108
2. C -0.389
3. C -0.111
4. N -0.052
5. H 0.109

***

No. 2
C28H36Cl5N4O5P2S3W | ωB97M-V/def2-TZVPD

```
84
Properties=species:S:1:pos:R:3:forces:R:3
H 2.188554 -4.060146 -0.916069 0.00 0.00 0.00
C -5.203859 -3.474949 0.747136 0.00 0.03 0.03
C -1.526490 4.426288 2.132206 0.05 0.04 -0.05
C -4.415463 -4.164698 2.923695 0.05 -0.03 0.04
H 5.073546 -1.295544 0.822749 0.00 0.02 -0.01
N -0.272435 2.445692 1.877273 -0.07 0.02 -0.04
H 4.880078 -0.035852 3.052045 0.00 0.00 0.00
H -4.042143 -4.931382 3.590176 0.00 0.01 0.00
C -5.482600 -3.800383 -0.690293 -0.01 0.04 -0.09
C -0.604328 5.091564 1.321400 -0.07 -0.04 0.04
S 1.953163 2.074501 0.488235 0.01 0.36 0.14
S -1.952531 -2.637251 -1.811492 -0.03 -0.03 0.07
H -2.563887 -0.841082 3.333475 0.03 0.02 0.08
H 1.636461 -3.490761 0.686708 0.01 0.02 0.01
C 4.051653 -1.641060 0.655673 -0.01 -0.01 0.02
H 3.833488 -0.432732 -1.136895 -0.01 0.00 -0.02
C -2.112430 0.761607 -0.540447 -0.14 0.03 -0.07
H 4.138282 -2.139028 -1.464013 -0.01 -0.02 0.01
H -3.460946 -3.478776 -4.936019 0.00 0.00 0.01
H -2.092646 -0.198902 4.906189 0.02 -0.03 0.05
H -0.015211 -0.295252 3.725441 -0.04 -0.07 -0.07
O -0.117182 1.165559 2.198365 0.04 0.16 0.02
C -0.738731 0.809257 -0.818157 -0.04 -0.08 0.18
C -1.336089 3.095083 2.391415 0.07 -0.05 -0.04
H 0.482144 -3.653653 -0.617833 0.00 0.02 -0.02
C -4.719297 -4.457342 1.609343 0.01 -0.03 -0.01
W 0.766175 -0.039786 0.619999 0.34 -0.27 -0.31
C -2.745089 1.722861 -2.658226 0.01 0.06 0.05
Cl -4.782588 1.072496 -1.027865 0.01 0.00 0.04
C -5.087604 -1.878962 2.557973 -0.04 0.04 0.02
H -5.961041 -4.775032 -0.788294 0.01 -0.02 -0.01
P 1.794090 -1.664479 -0.927460 -0.09 0.13 -0.05
H -4.547982 -3.817409 -1.258847 -0.04 -0.02 0.05
O -0.105874 -1.574690 1.487219 0.10 -0.25 0.31
C 0.466866 4.402093 0.800759 -0.01 -0.02 0.01
O -4.277346 -3.637468 5.841368 -0.02 0.05 0.01
C -4.593816 -2.868246 3.391748 -0.02 0.04 -0.03
Cl -3.952898 2.241347 -3.774836 0.00 0.00 0.00
C -1.396755 1.803509 -2.987242 -0.04 0.00 -0.02
C 1.553783 -1.830870 -2.727269 0.06 -0.01 -0.04
H -6.133091 -3.051821 -1.141413 -0.02 0.02 -0.02
O -4.628504 -1.194293 5.381942 0.00 -0.06 0.03
H -5.768822 -1.415258 0.584925 -0.01 0.00 -0.01
H 3.447155 0.951941 3.430940 -0.02 0.00 -0.02
C -0.507760 -1.253700 3.862325 0.09 -0.05 0.06
C -2.866772 -2.525142 -3.202838 0.04 0.05 -0.08
H -0.029855 -1.798949 4.677936 0.05 0.05 0.05
H -2.540336 -4.419976 -3.819995 0.00 0.00 0.02
C -1.977815 -1.048010 4.235654 -0.02 -0.14 -0.02
H -5.240164 -0.878955 2.942959 0.01 -0.01 0.01
H -1.983549 2.468720 2.985961 -0.02 0.04 0.01
H 4.293817 1.199928 1.908690 0.02 0.00 -0.01
C 1.513263 -3.382807 -0.389287 0.00 -0.06 0.03
C 3.616204 -1.449263 -0.796017 0.02 -0.02 0.02
H 2.193194 -2.886615 2.881272 -0.02 0.01 -0.02
P 2.907482 -0.789040 1.848060 -0.21 0.01 -0.08
H -0.733651 6.140845 1.093992 -0.01 0.00 0.00
H 3.814274 -2.392989 3.413601 -0.01 -0.02 0.01
N -3.065808 -3.587796 -4.017544 -0.03 0.04 0.00
N -3.456641 -1.375001 -3.582431 -0.03 -0.06 0.03
H 2.081815 -1.038994 -3.252835 0.00 0.01 -0.01
C 3.994416 0.445874 2.634494 0.00 0.02 0.01
C -0.434946 -2.136370 2.628451 -0.30 0.02 0.03
H 4.034864 -2.704608 0.904741 -0.01 0.00 0.00
C -3.103946 1.196422 -1.421340 0.03 0.07 -0.02
H 1.930051 -2.800016 -3.060829 0.02 0.01 0.01
H -4.573955 -5.466039 1.241199 0.00 0.00 -0.01
H 0.491615 -1.765907 -2.959961 -0.02 0.01 0.03
H -2.386948 4.927638 2.548861 0.00 0.01 0.00
H -2.013738 -3.095045 4.528299 -0.02 -0.01 0.03
S -4.077967 -2.473004 5.031530 0.08 -0.02 -0.04
O -0.743643 -3.309798 2.707883 0.05 -0.03 -0.05
H -4.143169 -1.344185 -4.316699 0.00 0.00 -0.01
Cl -2.683989 0.073116 0.949004 0.04 0.04 -0.07
Cl 1.216658 1.469798 -2.608892 -0.06 -0.03 -0.03
H 2.379904 -1.598418 4.078341 -0.05 0.04 0.02
C 2.808648 -2.038002 3.179821 0.03 -0.02 -0.01
H 1.191418 4.883167 0.159883 0.01 -0.01 0.00
Cl -0.948248 2.447947 -4.522508 0.01 -0.01 0.02
H -3.408914 -0.594721 -2.946671 0.02 -0.10 -0.06
C 0.640600 3.044515 1.078283 0.05 0.05 -0.05
C -0.443352 1.351409 -2.077671 0.14 0.01 -0.02
C -5.395565 -2.190801 1.241992 0.04 -0.01 -0.03
N -2.453353 -2.261017 4.914962 -0.01 0.06 -0.04
```
Forces are in eV/Å.

Values from the calculation:
<S²>: 0.93
Kohn-Sham gap (alpha / beta), eV: 6.81 / 6.41
Multiplicity: 2

Results of the Löwdin charge analysis, in e, for atoms 1 through 5:
1. H 0.055
2. C -0.259
3. C -0.038
4. C -0.048
5. H 0.083

***

No. 3
H4I2Si2 | ωB97M-V/def2-TZVPD

```
8
Properties=species:S:1:pos:R:3:forces:R:3
Si 1.479962 0.881426 -0.331720 -0.14 -0.55 0.22
Si -2.255535 -1.850138 -0.021068 0.11 0.13 -0.67
I -2.855546 0.588630 -0.093438 0.11 -0.19 0.06
H 1.318727 0.979950 -1.769966 0.00 0.15 -0.35
H -2.115978 -1.894180 1.451605 0.05 0.09 0.61
I 1.122310 -1.494464 0.215287 -0.18 -0.03 0.00
H 2.827480 1.178810 0.128306 0.30 0.12 0.01
H 0.478577 1.609968 0.420995 -0.25 0.29 0.13
```
Forces are in eV/Å.

Values from the calculation:
Kohn-Sham gap, eV: 7.75
Multiplicity: 1

Results of the Löwdin charge analysis, in e, for atoms 1 through 5:
1. Si 0.175
2. Si 0.055
3. I 0.100
4. H -0.118
5. H -0.274

***

| no. | E (eV) | maximum force (eV Å⁻¹) |
| --- | --- | --- |
| 1 | -8356.0534 | 5.40 |
| 2 | -161341.1657 | 0.54 |
| 3 | -32021.1075 | 0.69 |